A molecular structure, C27H45FeN9O8S2SeSi3. Source: OMol25; level of theory: wB97M-V/def2-TZVPD.

```
96
Properties=species:S:1:pos:R:3:forces:R:3
C 0.97103 -3.99802 -1.04808 0.0 0.0 0.0
H -3.27476 -6.95584 -2.37640 0.0 0.0 0.0
C 1.37595 1.72648 1.50908 -0.1 0.0 -0.1
C 0.53584 -3.00796 -0.17388 0.0 0.0 0.0
H -0.72853 1.94294 -3.00831 0.0 0.0 0.0
H 0.93788 -1.09060 2.69915 0.1 0.1 0.0
H -2.40338 -2.95232 1.07341 0.0 0.0 0.0
C 3.40926 -0.46737 0.29287 0.0 0.0 0.1
C 4.16697 3.31955 -3.52602 0.0 0.0 0.0
H 2.46089 0.95726 -5.11344 0.0 0.0 0.0
C -4.77843 -3.46349 -1.27448 0.0 0.0 0.0
N -3.00877 -6.70224 -1.43814 0.0 0.0 0.0
C 0.59876 -4.60599 1.58711 0.0 0.0 0.2
H -0.61236 3.61063 2.88097 0.0 0.0 0.0
H 4.85192 0.10555 2.89765 0.0 0.0 0.0
H 2.97261 4.18348 -0.25120 0.0 0.0 0.0
H 2.68373 -1.00829 -0.30955 0.0 0.0 0.0
O 0.60518 -6.07814 3.36764 0.0 0.0 0.0
H -5.60608 -2.94819 -1.74255 0.0 0.0 0.0
H 4.75222 2.40228 -3.44411 0.0 0.0 0.0
C -4.04695 -2.82091 -0.29062 0.0 -0.1 0.1
C 0.35383 -3.31246 1.16579 0.0 0.0 0.0
H 2.32437 5.59990 0.60189 0.0 0.0 0.0
H 4.03156 3.72025 2.62185 0.0 0.0 0.0
N -4.10715 2.04380 1.75553 0.0 -0.1 0.0
H 0.91362 1.78003 -5.29208 0.0 0.0 0.0
H 2.36257 2.45340 -6.06384 0.0 0.0 0.0
H 1.59595 -6.03599 -1.28394 0.0 0.0 0.0
H 4.37991 3.93477 -2.65003 0.0 0.0 0.0
O 0.16715 -0.69379 0.18111 0.0 -0.5 -0.1
C 0.13333 4.35062 2.58890 0.0 0.0 0.0
H -4.85698 1.37302 1.84605 0.0 0.0 0.1
H 2.55447 -1.74716 3.04320 0.0 0.0 0.0
H 4.90121 1.63152 2.01562 0.0 0.0 0.0
H 1.09476 -3.72751 -2.08829 0.0 0.0 0.0
H 4.49391 3.86182 -4.41795 0.0 0.0 0.0
H 1.63698 5.14878 -4.50907 0.0 0.0 0.0
H 0.28515 4.32071 -3.71601 0.0 0.0 0.0
C -2.76560 0.14970 -1.26919 0.1 -0.1 0.3
H 1.23981 -6.59391 1.12726 0.0 0.0 0.0
C 3.03711 3.98289 2.98039 0.0 0.0 0.0
H -1.77700 -5.23610 0.39785 0.0 0.0 0.0
S -3.66952 -0.07711 -2.74388 -0.1 0.1 -0.1
C -2.97254 -3.46607 0.30898 0.0 0.0 0.1
Si 1.64755 3.55434 1.76420 0.1 0.0 0.1
C -2.52629 0.89784 -3.59210 0.1 0.0 0.0
C -4.42982 -4.74851 -1.66185 0.0 0.0 0.0
C 0.28375 -1.61941 -0.72724 -0.1 0.0 0.1
O -5.54180 -0.73299 -0.59096 0.1 0.0 0.1
S -4.40585 -1.16536 0.19747 -0.2 0.0 -0.2
C 1.98732 1.93809 -5.17438 0.0 0.1 0.0
O -0.77538 3.23795 -0.16265 -0.2 0.1 0.0
N -1.46738 -0.17293 2.69804 -0.1 -0.1 -0.2
C 4.27370 1.00333 2.65385 0.0 0.0 -0.1
C -2.86377 1.54684 1.89208 0.0 0.0 -0.1
H -3.53410 -0.09619 2.76449 0.0 0.0 -0.2
H -2.05091 -6.94988 -1.24493 0.0 0.0 0.0
H -4.22515 2.79473 1.09565 0.1 0.0 0.0
H 0.58168 1.46463 2.22456 0.1 0.0 0.1
Si 2.33758 2.93090 -3.62260 -0.3 0.2 0.0
N -1.73786 1.98553 1.29220 -0.1 0.1 0.0
H 2.88953 3.51273 3.95556 0.0 0.0 0.0
N 0.37383 -4.93771 3.01040 0.0 0.0 -0.1
O 0.23944 -1.47140 -1.93243 0.0 0.0 0.0
C 1.05006 -5.60414 0.74133 0.0 0.1 -0.1
H 1.90814 -0.39524 3.98541 0.0 0.0 0.0
H -0.34610 5.08458 1.93783 0.0 0.0 0.0
N -1.79410 3.07883 0.54419 0.2 -0.2 -0.2
N -3.08206 -0.35816 -0.06086 0.1 0.1 0.0
C 2.09288 4.58725 0.25590 0.0 -0.1 0.0
O -0.03416 -4.05975 3.74110 0.0 0.0 0.0
Si 2.69230 0.42485 1.78828 0.0 0.0 0.1
C 1.95726 -0.83308 2.98457 0.0 0.0 0.0
N -1.69052 0.89997 -1.43732 0.2 0.2 -0.3
C 1.23880 -5.28140 -0.59483 0.0 -0.1 0.0
H 4.08317 1.53917 3.58127 0.0 0.0 0.1
Se 1.81029 1.67144 -1.85021 0.7 -0.3 -0.3
H 1.28073 4.63536 -0.46757 0.0 0.0 0.0
O -2.71941 3.87324 0.52733 0.0 0.2 0.0
H -4.99751 -5.25194 -2.43594 0.0 0.0 0.0
C -3.34631 -5.39820 -1.07074 0.0 0.0 0.0
C -2.62337 -4.74330 -0.06932 0.0 -0.1 -0.1
H -2.61761 1.10883 -4.64382 0.0 0.0 0.0
H 0.03068 -2.55918 1.86776 0.0 -0.1 -0.1
C -1.57020 1.32147 -2.74642 -0.1 0.0 0.0
C 1.35556 4.52707 -3.65372 0.0 0.0 -0.1
H 1.53320 5.09670 -2.74095 0.0 0.0 0.0
H 3.01091 5.06788 3.12883 0.0 0.0 0.0
H 0.44362 4.86942 3.49981 0.0 0.0 0.0
O -4.60701 -1.17627 1.64267 -0.1 -0.1 0.0
H 3.90809 0.24374 -0.36684 0.0 0.0 0.0
H -1.28932 -0.50258 1.74086 0.0 0.0 0.1
H -1.60397 -0.99460 3.27687 0.1 0.1 0.1
H 4.15700 -1.17926 0.65871 0.0 0.0 0.0
N -2.71245 0.49915 2.69172 0.1 0.0 0.3
Fe 0.20541 1.22571 -0.20652 -0.4 0.5 0.5
```
Forces are in eV/Å.

Output
Maximum force ... 0.0159 hartree/bohr
2S+1 ... 6
HOMO energy (spin up / spin down) ... -5.093 / -5.515 eV
ΔE to the lowest compared entry with this formula, charge and spin ... 4.26 kcal/mol
Frontier orbital gap (spin up / spin down) ... 6.57 / 6.99 eV
Charge ... -1
<S²> ... 8.764